[1]
Here is the ion C3H5N2O2S with charge +1 at a distorted geometry from the OMol25 dataset. Energies are from wB97M-V/def2-TZVPD.

Geometry as ORCA input:
```
! wB97M-V def2-TZVPD RIJCOSX def2/J DEFGRID3
* xyz 1 1
C -1.27 0.00 0.53
C 0.78 0.01 -0.26
C -0.13 0.21 -1.44
N -0.01 -0.17 0.85
N -1.43 0.11 -0.79
O 3.11 0.05 0.92
O 0.45 -0.11 2.12
S 2.47 0.04 -0.39
H -2.12 -0.27 1.22
H -0.05 1.33 -1.92
H 0.15 -0.60 -2.19
H -2.28 0.40 -1.16
H 0.33 -0.99 2.51
*
```

The orbital gap (alpha / beta) comes out at 0.2723 / 0.2722 Eh. For the energy, the calculation gives -775.1012 Eh. The HOMO energy (alpha / beta) is -0.4734 / -0.4733 Ha. The value obtained for the lowest unoccupied orbital energy (alpha / beta) is -5.47 / -5.47 eV. The calculation puts the molar mass at 133.15 g/mol. Its energy above the lowest of the compared OMol25 structures with the same formula, charge and spin is 174.7 kJ/mol.

Let us look at the natural (NBO) charges, expressed in e, one per atom: 0.36, -0.22, -0.28, -0.07, -0.49, -0.83, -0.45, 1.22, 0.28, 0.26, 0.28, 0.45, 0.50


[2]
Here is a structure of composition C33H49IN3O4P at a distorted geometry from the OMol25 dataset. Energies are from wB97M-V/def2-TZVPD.

Geometry as ORCA input:
```
! wB97M-V def2-TZVPD RIJCOSX def2/J DEFGRID3
* xyz 0 1
C 5.70 -1.69 -2.62
C 4.51 -1.81 -2.48
C 3.06 -1.95 -2.32
C 2.25 -1.21 -3.41
C 1.44 0.04 -3.01
C 0.87 0.09 -1.59
C 1.58 1.12 -0.70
C 3.09 0.91 -0.66
C 3.81 2.13 -0.11
C 3.51 2.65 1.14
C 4.14 3.78 1.62
C 5.10 4.42 0.86
C 5.43 3.89 -0.37
C 4.80 2.76 -0.87
C 5.23 2.25 -2.22
O 1.15 0.90 0.63
C -0.22 1.02 0.89
C -0.46 2.46 1.36
O -1.85 2.68 1.59
N -2.01 3.88 2.30
O -3.08 3.94 2.76
C -1.20 0.54 -0.21
C -1.95 -0.69 0.31
O -2.66 -0.28 1.46
C -3.00 -1.29 2.33
C -3.22 -2.59 1.92
C -3.53 -3.59 2.82
C -3.73 -5.00 2.35
C -3.63 -3.27 4.17
C -3.42 -1.96 4.57
C -3.11 -0.95 3.68
C -2.90 0.48 4.14
C -3.96 0.88 5.16
C -1.52 0.61 4.79
N -0.61 0.38 -1.57
C -1.37 -0.57 -2.45
C -1.02 -2.05 -2.35
C -1.75 -2.81 -3.46
C -1.21 -4.22 -3.65
P -0.96 2.10 -2.53
N -0.71 3.34 -1.62
H 6.75 -1.83 -2.59
H 2.86 -3.02 -2.41
H 2.81 -1.68 -1.30
H 2.94 -0.90 -4.19
H 1.59 -1.92 -3.89
H 0.69 0.17 -3.78
H 2.08 0.91 -3.12
H 0.99 -0.84 -1.04
H 1.42 2.14 -1.06
H 3.33 0.04 -0.04
H 3.49 0.76 -1.66
H 2.76 2.19 1.75
H 3.88 4.18 2.59
H 5.59 5.31 1.22
H 6.18 4.38 -0.97
H 6.04 2.84 -2.62
H 5.55 1.21 -2.18
H 4.39 2.28 -2.93
H -0.39 0.40 1.77
H 0.00 3.19 0.69
H 0.07 2.54 2.32
H -1.96 1.32 -0.30
H -2.66 -1.10 -0.40
H -1.23 -1.48 0.55
H -3.15 -2.86 0.87
H -4.20 -5.04 1.37
H -4.26 -5.60 3.08
H -2.75 -5.46 2.23
H -3.85 -4.04 4.89
H -3.51 -1.74 5.62
H -3.00 1.14 3.29
H -3.81 0.39 6.12
H -3.91 1.95 5.35
H -4.97 0.67 4.81
H -1.50 1.47 5.46
H -0.75 0.73 4.04
H -1.31 -0.29 5.37
H -1.25 -0.26 -3.48
H -2.43 -0.45 -2.25
H 0.04 -2.27 -2.42
H -1.36 -2.49 -1.42
H -1.78 -2.24 -4.39
H -2.79 -2.90 -3.14
H -1.12 -4.72 -2.69
H -1.91 -4.79 -4.25
H -0.27 -4.20 -4.18
H -0.20 2.18 -3.75
H -2.30 1.92 -2.83
H -1.56 3.85 -1.42
I -1.59 2.46 -5.30
*
```

The orbital gap comes out at 0.2819 Eh. For the energy, the calculation gives -2390.8707 Eh. The HOMO energy is -0.2769 Ha. The value obtained for the lowest unoccupied orbital energy is 0.14 eV. The calculation puts the molar mass at 709.65 g/mol.

Let us look at the Löwdin charges, expressed in e, one per atom: 0.11, -0.14, -0.20, -0.15, -0.14, -0.22, -0.27, -0.06, -0.16, -0.03, -0.08, -0.08, -0.05, -0.21, -0.04, -0.05, -0.23, -0.14, -0.11, -0.02, 0.07, -0.17, -0.16, -0.03, -0.20, 0.02, -0.28, -0.05, -0.04, -0.02, -0.13, -0.35, -0.07, -0.03, -0.21, -0.20, -0.18, -0.24, -0.10, 0.57, -0.25, 0.03, 0.12, 0.09, 0.12, 0.10, 0.08, 0.11, 0.15, 0.14, 0.14, 0.08, 0.10, 0.10, 0.10, 0.11, 0.08, 0.06, 0.08, 0.15, 0.11, 0.12, 0.13, 0.12, 0.14, 0.11, 0.08, 0.07, 0.08, 0.11, 0.11, 0.10, 0.07, 0.08, 0.09, 0.08, 0.06, 0.08, 0.07, 0.13, 0.10, 0.10, 0.12, 0.11, 0.08, 0.07, 0.07, -0.23, -0.06, 0.00, 0.04


[3]
Here is a structure of composition C30H35EuN8O4S3 at a distorted geometry from the OMol25 dataset. Energies are from wB97M-V/def2-TZVPD.

Geometry as ORCA input:
```
! wB97M-V def2-TZVPD RIJCOSX def2/J DEFGRID3
* xyz 1 8
Eu 1.20 -0.50 -0.27
N -1.28 0.37 -0.22
C -1.47 1.28 -1.41
C -2.45 2.48 -1.10
C -2.42 3.71 -2.12
C -3.29 3.56 -3.38
N -2.48 3.05 -4.42
C -3.10 2.65 -5.55
N -4.34 3.07 -5.86
N -2.52 1.78 -6.39
C -0.14 1.69 -2.10
O -0.18 1.97 -3.34
O 0.89 1.57 -1.36
H -1.96 -0.39 -0.27
H -1.53 0.92 0.57
H -2.00 0.70 -2.19
H -2.15 2.92 -0.11
H -3.50 2.03 -0.91
H -1.42 3.99 -2.50
H -2.63 4.60 -1.54
H -3.65 4.56 -3.70
H -4.20 2.97 -3.22
H -1.62 2.50 -4.11
H -4.82 3.73 -5.27
H -4.72 2.73 -6.75
H -1.57 1.49 -6.28
H -2.86 1.80 -7.35
C 5.15 -0.34 -0.64
C 4.26 -0.47 -1.80
N 3.18 -1.26 -1.80
C 2.59 -1.37 -3.04
C 3.23 -0.59 -3.93
S 4.49 0.38 -3.29
C 1.36 -2.11 -3.25
C 0.83 -2.49 -4.46
S -0.65 -3.30 -4.36
C -0.61 -2.99 -2.64
N 0.52 -2.44 -2.19
C -1.60 -3.59 -1.70
H 4.92 -1.11 0.13
H 5.12 0.70 -0.24
H 6.18 -0.53 -0.98
H 3.01 -0.52 -5.00
H 1.30 -2.30 -5.44
H -2.64 -3.59 -2.04
H -1.72 -3.01 -0.76
H -1.36 -4.62 -1.42
C -3.57 -2.36 6.57
C -2.60 -2.22 5.46
C -1.21 -1.93 5.70
C -0.23 -2.16 4.73
C -0.67 -2.59 3.45
C -2.02 -2.80 3.18
C -2.97 -2.60 4.18
S 0.56 -2.74 2.16
O -0.13 -2.83 0.84
O 1.47 -3.80 2.56
N 1.36 -1.30 1.97
C 2.27 -0.77 2.84
C 3.02 -1.33 3.93
C 3.91 -0.52 4.69
C 3.86 0.84 4.65
C 3.22 1.45 3.50
C 3.34 2.86 3.29
C 2.83 3.31 2.11
C 2.52 2.42 1.06
N 2.29 1.11 1.32
C 2.55 0.62 2.57
H -3.11 -2.73 7.56
H -4.25 -3.18 6.29
H -4.18 -1.43 6.76
H -0.93 -1.55 6.65
H 0.82 -2.11 4.93
H -2.31 -3.28 2.24
H -4.04 -2.72 3.91
H 2.84 -2.36 4.25
H 4.67 -1.02 5.31
H 4.51 1.43 5.30
H 3.60 3.55 4.12
H 2.86 4.36 1.86
H 2.37 2.68 0.01
*
```

The orbital gap (alpha / beta) comes out at 0.2163 / 0.2449 Eh. For the energy, the calculation gives -3808.0040 Eh. The HOMO energy (alpha / beta) is -0.3037 / -0.3323 Ha. The value obtained for the lowest unoccupied orbital energy (alpha / beta) is -2.38 / -2.38 eV. The calculation puts the molar mass at 819.83 g/mol. Its energy above the lowest of the compared OMol25 structures with the same formula, charge and spin is 44.4 kJ/mol.

Let us look at the Löwdin charges, expressed in e, one per atom: 1.59, 0.00, -0.28, -0.11, -0.14, -0.21, 0.08, -0.41, 0.20, 0.20, -0.60, -0.05, -0.18, 0.09, 0.07, 0.14, 0.12, 0.14, 0.12, 0.10, 0.13, 0.13, 0.11, 0.12, 0.14, 0.13, 0.13, -0.08, -0.64, -0.02, -0.35, -0.36, 1.10, -0.33, -0.38, 1.08, -0.59, 0.04, -0.09, 0.10, 0.09, 0.09, 0.08, 0.09, 0.07, 0.05, 0.10, -0.07, -0.28, -0.01, -0.03, -0.26, -0.06, -0.05, 0.64, -0.43, -0.30, -0.28, -0.29, -0.02, -0.09, -0.05, -0.15, 0.00, -0.07, -0.11, -0.01, -0.19, 0.11, 0.08, 0.10, 0.10, 0.08, 0.11, 0.12, 0.10, 0.11, 0.11, 0.14, 0.10, 0.10